1.
A cluster of 15 separate species, C6H38O14 in total in a non-equilibrium geometry, computed with the ωB97M-V functional and the def2-TZVPD basis.

Values from the calculation:
**Relative energy (zero: lowest compared OMol25 entry of this formula, charge and spin)**: 96.7 kcal/mol
**HOMO-LUMO gap**: 8.19 eV
**Energy**: -35500.346 eV

```
58
Properties=species:S:1:pos:R:3:forces:R:3
O -0.87820 -1.51872 -4.03571 -0.06 -2.75 -0.95
O -4.23142 -2.22487 -2.03236 0.59 -0.49 -1.30
O 3.06188 -2.74997 2.49376 -1.14 0.10 0.18
O 1.14865 0.79718 2.18799 -0.62 2.02 4.42
O 1.47209 -3.55913 -1.91996 2.29 -2.21 -0.88
O -1.84666 -1.65785 2.82928 -0.21 -1.10 2.45
O 3.54982 -0.24424 1.66110 2.29 0.23 1.28
O -0.87252 4.43276 -0.73483 0.32 -0.72 -2.63
O 3.46734 3.64685 1.30119 1.26 1.87 2.34
O 0.51389 -1.97398 3.69613 -0.16 -6.73 1.60
O -4.04054 -1.06774 0.37546 0.47 0.71 1.74
O -0.89310 2.56869 2.63948 -0.41 -2.38 0.59
O 0.86535 3.23490 0.76728 -1.77 -1.69 1.32
O -3.18818 0.09362 -3.06147 -3.43 -0.21 -1.33
C -0.31456 -0.29696 -0.74139 -1.21 -3.44 0.04
C 0.72775 -0.06080 -1.67116 3.17 1.40 0.41
C 2.32693 1.48142 -2.82743 1.41 3.42 1.51
C -0.29839 -1.71971 -0.15455 0.98 -0.22 -0.53
C -1.32971 0.50975 -0.56595 -0.09 2.12 -0.44
C 1.30388 1.18034 -1.74389 -0.26 -4.10 -3.14
H -2.47851 -2.16206 3.41755 0.43 1.25 -1.80
H 0.02314 -2.60942 -0.80973 -1.16 1.80 0.52
H 2.18765 -4.05509 -2.46542 -1.78 1.45 1.04
H 0.04714 2.74872 1.18271 2.32 0.84 -0.14
H 0.44058 -1.10014 3.53717 -1.16 4.55 -0.90
H 2.74548 2.56968 -2.47624 -0.29 -2.66 -1.13
H -3.12814 -0.34008 -3.91772 -0.23 0.15 -0.41
H 2.18490 -2.48082 2.88122 0.64 -0.12 0.21
H 0.37432 3.65435 0.07002 0.23 0.88 -1.01
H 2.04943 1.63736 -3.87688 -0.99 0.03 0.42
H -2.26486 0.26508 -0.15173 -0.70 -0.27 1.02
H -1.14272 -1.93378 0.47123 -0.54 -0.29 -0.13
H -1.50233 3.72988 -0.92318 -0.17 0.13 0.07
H -1.21775 1.52717 -0.96931 -0.35 -0.47 -0.06
H -3.56985 -2.89317 -2.31219 -0.60 0.51 0.44
H 3.27643 3.06767 0.63187 -0.07 -2.51 -2.98
H 4.31811 -0.06682 2.30218 -1.67 -0.23 -1.53
H 1.00523 0.33558 1.44141 -0.67 -2.42 -4.15
H 0.87666 1.86756 -1.08981 -0.15 1.66 0.67
H 2.75995 -3.19428 1.70055 0.18 -0.39 -0.30
H -2.18479 -1.36574 2.00007 -1.42 0.03 -0.79
H -2.30296 0.14474 -2.87694 3.74 0.31 1.38
H 2.07791 0.98528 2.19047 0.95 -0.08 -0.05
H 3.13725 0.75233 -2.94820 -0.04 0.13 0.74
H 1.51407 -4.09901 -1.10265 -0.29 0.56 -0.44
H -0.24120 3.10732 3.13108 -0.27 -1.06 -0.21
H -0.28092 -1.90890 -3.38234 0.19 0.70 0.50
H 1.21019 -1.01272 -2.00548 -0.29 1.16 -0.48
H 2.56147 3.77416 1.55189 -0.96 0.60 0.65
H -3.95037 -1.11139 -0.55917 0.30 -0.21 -1.56
H 3.46324 -1.22007 1.74348 -0.12 0.43 0.22
H -0.38099 -2.46517 3.81301 2.60 2.21 -0.75
H -0.74032 1.54112 2.79451 0.19 3.53 -0.16
H -1.01535 -2.38818 -4.53584 -0.15 1.97 0.42
H -1.10641 4.80522 0.07490 -0.88 1.02 2.15
H 0.53905 -1.67339 0.52333 0.52 -0.14 0.68
H -4.71897 -1.71033 0.52482 -0.63 -0.54 0.31
H -4.08841 -1.50693 -2.69320 -0.08 -0.31 0.88
```
Positions in Å, forces in eV/Å.

2.
An isolated molecule of C3H8N2 in a non-equilibrium geometry, computed with the ωB97M-V functional and the def2-TZVPD basis.

Values from the calculation:
**Relative energy (zero: lowest compared OMol25 entry of this formula, charge and spin)**: 88.6 kcal/mol
**HOMO-LUMO gap**: 9.89 eV
**Energy**: -6218.006 eV

```
13
Properties=species:S:1:pos:R:3:forces:R:3
N 0.47501 -1.39156 -0.71485 3.49 -1.53 0.84
N 2.18919 -0.50014 0.79235 -4.91 1.44 0.16
C -0.23551 0.48140 0.70080 -1.96 0.98 0.96
C -1.30373 0.78823 -0.53503 -0.39 1.86 -1.22
C 0.91719 -0.41795 0.26220 2.24 -1.15 0.50
H -1.93132 -0.12151 -0.99461 1.43 1.94 1.56
H -0.74258 1.28882 -1.53256 -1.20 -1.37 2.84
H -0.12920 -1.17103 -1.59659 2.09 -0.55 2.47
H -2.08028 1.68594 -0.19556 1.96 -2.61 -0.78
H 0.14798 1.52010 1.12101 -0.75 -2.22 -0.93
H 2.22088 0.13271 1.70636 -0.24 -1.44 -2.57
H 1.33137 -2.23192 -0.65432 -3.51 3.26 -1.19
H -0.85899 -0.06309 1.64080 1.74 1.39 -2.67
```
Positions in Å, forces in eV/Å.

3.
An isolated molecule of C16H25NO3, computed with the ωB97M-V functional and the def2-TZVPD basis.

Values from the calculation:
**Relative energy (zero: lowest compared OMol25 entry of this formula, charge and spin)**: 59.9 kcal/mol
**HOMO-LUMO gap**: 9.11 eV
**Energy**: -24629.217 eV

```
45
Properties=species:S:1:pos:R:3:forces:R:3
O -2.43410 2.30031 0.19348 -0.14 -0.15 0.28
O -3.36739 -2.14132 -1.26240 0.10 0.39 0.06
O 5.45700 -1.63440 0.30425 0.08 -0.07 0.13
N 3.14547 -0.02120 -0.09046 -0.04 -0.12 0.08
C 5.55443 -0.23737 0.16028 -0.05 0.37 0.12
C -2.89994 0.02525 -0.55732 0.05 0.12 -0.20
C 4.29254 0.46883 0.65526 0.26 -0.13 -0.17
C -3.67744 -1.55756 1.08819 -0.07 -0.39 -0.24
C -3.81683 -3.45062 -1.01465 -0.08 -0.22 0.06
C -3.59526 -0.56107 2.05016 0.07 0.20 -0.06
C -1.91084 2.67675 -1.06320 0.28 -0.04 -0.50
C 0.47198 2.69884 -0.23543 0.13 -0.12 -0.16
C 4.33498 -2.11836 -0.39467 -0.39 -0.13 -0.02
C -2.81800 1.01328 0.41028 -0.09 -0.21 0.14
C 3.04493 -1.45943 0.09297 0.30 -0.13 -0.12
C 1.91108 0.66401 0.25354 0.08 0.19 -0.23
C -3.33024 -1.25932 -0.22132 0.00 0.05 0.10
C 1.86789 2.08042 -0.32103 -0.19 -0.05 0.23
C -0.48938 2.15629 -1.29120 -0.25 0.19 0.42
C -3.17256 0.70825 1.72818 0.05 0.13 0.02
H 1.75610 0.70170 1.34677 -0.04 -0.04 -0.03
H -3.86759 -0.79040 3.06964 -0.02 -0.01 0.08
H 4.39869 1.54129 0.49097 0.04 0.01 0.06
H -0.16258 2.46105 -2.28699 0.00 -0.04 -0.07
H 4.17413 0.28430 1.73899 0.00 0.05 -0.04
H -1.90469 3.77035 -1.03510 -0.03 -0.12 -0.07
H -3.78013 -3.96186 -1.97549 -0.02 -0.01 0.09
H -3.16759 -3.97173 -0.30343 -0.04 0.03 -0.02
H -3.10969 1.48635 2.47139 0.01 0.10 0.09
H -4.84556 -3.45845 -0.64019 0.05 0.00 0.00
H -2.65068 0.20196 -1.59067 0.06 0.07 -0.11
H 1.09328 0.08012 -0.17467 -0.04 -0.02 0.07
H 2.88304 -1.72336 1.15395 -0.02 -0.01 -0.05
H 0.55125 3.78121 -0.35997 -0.05 0.05 0.07
H 2.20358 -1.83471 -0.49371 -0.01 -0.02 0.04
H 2.19521 2.04334 -1.36136 0.09 0.01 -0.04
H 2.56408 2.71677 0.22722 0.07 0.02 -0.05
H -2.57668 2.35548 -1.87365 0.00 0.07 0.09
H 5.71331 0.01712 -0.89868 0.01 0.01 0.09
H 0.05323 2.51032 0.75533 -0.02 0.08 0.06
H 4.45274 -1.91959 -1.47071 -0.03 -0.05 0.07
H -4.00948 -2.54282 1.37198 -0.02 -0.10 -0.02
H 4.30743 -3.19594 -0.22361 -0.04 0.05 -0.07
H -0.49874 1.06677 -1.25538 0.01 -0.05 -0.12
H 6.42371 0.07142 0.74355 -0.05 0.04 -0.07
```
Positions in Å, forces in eV/Å.

4.
A structure of composition C22H28ClCoN5O3STe, computed with the ωB97M-V functional and the def2-TZVPD basis.

Values from the calculation:
**Relative energy (zero: lowest compared OMol25 entry of this formula, charge and spin)**: 20.8 kcal/mol
**⟨S²⟩**: 6.0214
**Net charge**: +1
**HOMO-LUMO gap (alpha / beta)**: 7.68 / 6.03 eV
**Energy**: -105130.117 eV
**2S+1**: 5

```
62
Properties=species:S:1:pos:R:3:forces:R:3
Te -0.77310 1.79433 2.12820 -0.15 0.05 0.05
Co 0.24937 0.99152 -0.03271 0.05 0.17 -0.33
Cl 0.83838 5.56075 -2.24892 -0.01 0.05 -0.01
S -3.53833 3.91980 -5.45845 -0.04 -0.07 0.05
O 1.19409 0.06993 2.24535 0.16 0.10 0.06
O 1.63970 0.38271 1.06747 -0.18 -0.19 -0.07
O 4.94104 -1.36265 -2.75273 -0.01 -0.03 -0.04
N -5.31187 2.69865 -3.97389 -0.03 -0.02 -0.01
N 1.22666 0.23921 -1.56123 0.18 0.10 0.01
N 1.86294 -1.07883 -3.23554 -0.02 -0.10 -0.06
N 2.68337 -0.01600 -3.13807 0.00 0.00 0.09
N -1.15907 1.63635 -1.29297 0.04 -0.23 0.24
C -1.72790 2.93666 -3.20821 -0.03 -0.02 0.07
C -2.43006 1.22872 -1.22216 0.01 0.04 -0.04
C 2.79406 4.39181 -3.70952 -0.05 0.00 -0.02
C 3.02282 4.26956 -1.31381 -0.03 0.02 0.00
C 5.90754 2.34453 -2.85297 0.10 0.03 0.00
C 0.99952 -0.89881 -2.27409 -0.03 0.02 -0.01
C 5.70461 0.85980 -2.49318 -0.13 -0.01 0.00
C 4.67070 3.20244 -2.74116 0.00 0.00 0.04
C 7.59330 -0.49914 -4.25229 -0.01 -0.01 0.00
C 2.30605 0.76247 -2.13454 -0.09 0.00 -0.07
C 6.00611 0.54892 -5.85688 0.00 -0.02 0.01
C 4.19106 3.54170 -1.47534 0.06 0.01 0.04
C -4.02813 3.02470 -4.17273 -0.01 0.07 -0.09
C 6.13358 -0.47642 -4.71867 0.00 0.03 0.01
C -3.05288 2.51824 -3.14673 0.10 0.02 0.01
C 3.97316 3.67133 -3.84908 -0.04 -0.18 -0.02
C 5.81246 -1.85568 -5.31301 0.00 -0.01 0.00
C 2.31907 4.67348 -2.43990 0.04 -0.01 0.03
C -3.39420 1.63794 -2.12258 -0.01 -0.02 -0.01
C 3.77877 0.15439 -4.08490 0.04 0.06 0.04
C 5.16647 -0.17613 -3.51125 0.02 0.02 -0.01
C -0.82155 2.47455 -2.28059 0.05 0.00 0.02
H 0.18954 -1.58073 -2.07928 0.00 -0.02 0.01
H 6.45642 -2.02261 -6.17714 0.00 0.00 -0.01
H 4.78081 -1.94065 -5.65562 0.00 0.00 0.00
H 4.74540 3.23234 -0.59550 -0.02 -0.01 -0.01
H 3.73601 1.17139 -4.46375 0.04 0.02 0.00
H -1.41653 3.62107 -3.98258 0.00 0.02 -0.02
H 5.78696 -1.70518 -2.44347 0.00 0.00 0.02
H 8.22758 -0.83605 -5.07246 0.00 -0.01 -0.01
H 6.66128 0.45904 -2.15524 0.00 0.04 0.03
H 0.21455 2.78568 -2.32542 -0.02 -0.01 0.02
H -2.68012 0.54825 -0.41881 0.00 0.01 0.02
H 7.95112 0.48379 -3.94471 0.00 0.02 -0.01
H 2.66517 4.53896 -0.32874 0.01 0.00 0.01
H 4.34008 3.45424 -4.84600 0.02 0.03 -0.01
H -5.64111 2.18265 -3.17881 0.01 0.02 0.02
H 5.01595 0.54520 -6.31399 -0.01 -0.02 -0.01
H 7.75330 -1.19426 -3.42362 0.00 0.00 0.01
H 3.54238 -0.53007 -4.89364 -0.01 0.00 0.01
H -5.99215 3.02179 -4.64246 0.01 0.00 0.00
H 2.79308 1.68540 -1.86824 0.01 0.01 0.04
H 5.98736 -2.66186 -4.60348 0.01 0.00 0.00
H 5.05903 0.80245 -1.61149 -0.07 -0.02 -0.03
H -4.38961 1.23866 -1.99384 -0.01 0.00 -0.02
H 2.24961 4.73618 -4.57804 0.01 0.02 -0.01
H 6.63176 2.74617 -2.14040 0.05 -0.06 -0.02
H 6.36504 2.45602 -3.83239 -0.03 0.05 -0.04
H 6.23737 1.56632 -5.54917 0.00 0.03 0.01
H 6.71445 0.28647 -6.64346 0.01 0.00 0.00
```
Positions in Å, forces in eV/Å.

5.
A structure of composition C3H4Ag2Cl2NiO7P in a non-equilibrium geometry, computed with the ωB97M-V functional and the def2-TZVPD basis.

Values from the calculation:
**Relative energy (zero: lowest compared OMol25 entry of this formula, charge and spin)**: 0.0 kcal/mol
**⟨S²⟩**: 8.7808
**HOMO-LUMO gap (alpha / beta)**: 5.15 / 6.11 eV
**Energy**: -100878.480 eV
**2S+1**: 6

```
20
Properties=species:S:1:pos:R:3:forces:R:3
Ag 21.43770 -0.01488 5.52198 0.04 0.35 -0.35
Ag 24.69776 3.72048 6.61972 1.17 0.44 1.16
Ni 23.65254 1.76492 4.13020 -0.42 -0.39 0.09
Cl 24.69598 -3.97227 5.91391 -0.04 0.93 -0.65
Cl 26.76206 -3.34795 3.43189 0.53 -0.46 -0.39
P 22.29509 3.67409 5.28820 -2.87 1.36 -0.11
O 22.01806 2.18238 5.28225 -0.71 -2.22 -0.57
O 24.55292 1.72558 7.62787 2.09 1.66 5.75
O 22.50689 4.05328 6.79057 -0.97 1.15 -1.14
O 23.74190 3.66026 4.74649 1.01 0.99 -2.33
O 21.27180 4.42203 4.36238 2.21 -0.64 2.44
O 24.88413 1.25268 5.65206 2.88 -1.52 -1.97
O 23.34112 0.28870 6.74482 0.09 -3.51 1.37
C 25.36314 -2.32179 3.62560 -0.97 0.14 2.51
C 24.44628 0.87701 6.78563 -4.53 2.33 -4.31
C 24.97176 -2.31519 5.17488 0.69 -0.32 -0.56
H 24.52401 -2.67784 3.02795 0.27 0.15 -0.12
H 25.81596 -1.90292 5.72756 0.08 -0.15 -0.08
H 25.68567 -1.30469 3.40293 -0.38 -0.06 -0.24
H 24.12276 -1.68839 5.44768 -0.16 -0.25 -0.49
```
Positions in Å, forces in eV/Å.

6.
A cluster of 2 separate species, C4H6N2O2 in total in a non-equilibrium geometry, computed with the ωB97M-V functional and the def2-TZVPD basis.

Values from the calculation:
**Relative energy (zero: lowest compared OMol25 entry of this formula, charge and spin)**: 43.6 kcal/mol
**HOMO-LUMO gap**: 9.33 eV
**Energy**: -11319.153 eV

```
14
Properties=species:S:1:pos:R:3:forces:R:3
O 1.50716 -1.78786 -0.40791 -0.53 -0.55 0.63
O 1.70493 1.02495 1.58237 0.18 -0.62 -0.16
N -0.64772 -1.49071 2.29579 -0.06 0.18 -0.12
N 2.38599 0.70317 -0.54995 0.79 0.57 -2.94
C 1.84184 0.31672 0.60131 -0.53 1.05 0.56
C -2.68501 0.33298 -0.76278 1.82 1.13 2.60
C 1.22130 -1.06323 0.50404 -0.19 0.62 -0.49
C 0.13239 -1.23664 1.49277 0.41 -0.96 0.01
H -2.23228 -0.47240 -1.31794 -0.37 0.15 -1.12
H 2.29400 0.16709 -1.46321 0.17 0.75 2.16
H -3.42715 -0.10537 -0.08325 -0.11 0.38 -0.43
H 2.66868 1.69156 -0.65405 -0.28 -1.05 0.35
H -1.80315 0.58559 -0.05170 -1.36 -0.17 -0.82
H -2.96098 1.33414 -1.18550 0.04 -1.49 -0.22
```
Positions in Å, forces in eV/Å.

Copy entry 3 word for word.
An isolated molecule of C16H25NO3, computed with the ωB97M-V functional and the def2-TZVPD basis.

Values from the calculation:
**Relative energy (zero: lowest compared OMol25 entry of this formula, charge and spin)**: 59.9 kcal/mol
**HOMO-LUMO gap**: 9.11 eV
**Energy**: -24629.217 eV

```
45
Properties=species:S:1:pos:R:3:forces:R:3
O -2.43410 2.30031 0.19348 -0.14 -0.15 0.28
O -3.36739 -2.14132 -1.26240 0.10 0.39 0.06
O 5.45700 -1.63440 0.30425 0.08 -0.07 0.13
N 3.14547 -0.02120 -0.09046 -0.04 -0.12 0.08
C 5.55443 -0.23737 0.16028 -0.05 0.37 0.12
C -2.89994 0.02525 -0.55732 0.05 0.12 -0.20
C 4.29254 0.46883 0.65526 0.26 -0.13 -0.17
C -3.67744 -1.55756 1.08819 -0.07 -0.39 -0.24
C -3.81683 -3.45062 -1.01465 -0.08 -0.22 0.06
C -3.59526 -0.56107 2.05016 0.07 0.20 -0.06
C -1.91084 2.67675 -1.06320 0.28 -0.04 -0.50
C 0.47198 2.69884 -0.23543 0.13 -0.12 -0.16
C 4.33498 -2.11836 -0.39467 -0.39 -0.13 -0.02
C -2.81800 1.01328 0.41028 -0.09 -0.21 0.14
C 3.04493 -1.45943 0.09297 0.30 -0.13 -0.12
C 1.91108 0.66401 0.25354 0.08 0.19 -0.23
C -3.33024 -1.25932 -0.22132 0.00 0.05 0.10
C 1.86789 2.08042 -0.32103 -0.19 -0.05 0.23
C -0.48938 2.15629 -1.29120 -0.25 0.19 0.42
C -3.17256 0.70825 1.72818 0.05 0.13 0.02
H 1.75610 0.70170 1.34677 -0.04 -0.04 -0.03
H -3.86759 -0.79040 3.06964 -0.02 -0.01 0.08
H 4.39869 1.54129 0.49097 0.04 0.01 0.06
H -0.16258 2.46105 -2.28699 0.00 -0.04 -0.07
H 4.17413 0.28430 1.73899 0.00 0.05 -0.04
H -1.90469 3.77035 -1.03510 -0.03 -0.12 -0.07
H -3.78013 -3.96186 -1.97549 -0.02 -0.01 0.09
H -3.16759 -3.97173 -0.30343 -0.04 0.03 -0.02
H -3.10969 1.48635 2.47139 0.01 0.10 0.09
H -4.84556 -3.45845 -0.64019 0.05 0.00 0.00
H -2.65068 0.20196 -1.59067 0.06 0.07 -0.11
H 1.09328 0.08012 -0.17467 -0.04 -0.02 0.07
H 2.88304 -1.72336 1.15395 -0.02 -0.01 -0.05
H 0.55125 3.78121 -0.35997 -0.05 0.05 0.07
H 2.20358 -1.83471 -0.49371 -0.01 -0.02 0.04
H 2.19521 2.04334 -1.36136 0.09 0.01 -0.04
H 2.56408 2.71677 0.22722 0.07 0.02 -0.05
H -2.57668 2.35548 -1.87365 0.00 0.07 0.09
H 5.71331 0.01712 -0.89868 0.01 0.01 0.09
H 0.05323 2.51032 0.75533 -0.02 0.08 0.06
H 4.45274 -1.91959 -1.47071 -0.03 -0.05 0.07
H -4.00948 -2.54282 1.37198 -0.02 -0.10 -0.02
H 4.30743 -3.19594 -0.22361 -0.04 0.05 -0.07
H -0.49874 1.06677 -1.25538 0.01 -0.05 -0.12
H 6.42371 0.07142 0.74355 -0.05 0.04 -0.07
```
Positions in Å, forces in eV/Å.

Question: What is the energy in the fifth record?
Answer: -100878.480 eV

Question: Which of these has the highest relative energy (zero: lowest compared OMol25 entry of this formula, charge and spin)?
Answer: C6H38O14